# 1
{
  "formula": "C4H7NO",
  "method": "ωB97M-V/def2-TZVPD",
  "elements": ["C", "N", "C", "C", "C", "O", "H", "H", "H", "H", "H", "H", "H"],
  "positions_angstrom": [[1.480, 0.886, 0.598], [0.293, 0.363, -0.039], [-1.010, 0.047, 0.539], [-1.245, -0.913, -0.656], [0.173, -0.505, -1.092], [0.945, -0.803, -1.972], [1.796, 0.229, 1.419], [2.266, 0.922, -0.162], [1.300, 1.894, 0.984], [-1.685, 0.909, 0.591], [-0.945, -0.430, 1.525], [-1.334, -1.970, -0.383], [-2.034, -0.628, -1.355]],
  "forces_ev_per_angstrom": [[-0.059, -0.002, -0.266], [0.090, 0.021, 0.154], [-0.137, 0.030, 0.146], [-0.075, 0.032, -0.049], [0.328, -0.129, -0.224], [-0.322, 0.038, 0.324], [0.019, 0.147, -0.072], [-0.085, 0.017, 0.216], [0.055, -0.160, -0.061], [0.104, -0.142, 0.025], [-0.046, 0.006, -0.192], [0.040, 0.223, -0.122], [0.088, -0.083, 0.121]],
  "spin_multiplicity": 1,
  "charge": 0
}

***

# 2
{
  "formula": "C9H8N3O2",
  "method": "ωB97M-V/def2-TZVPD",
  "elements": ["C", "C", "C", "C", "C", "C", "C", "C", "C", "N", "N", "N", "O", "O", "H", "H", "H", "H", "H", "H", "H", "H"],
  "positions_angstrom": [[-1.780, -1.678, -1.643], [-2.537, -0.511, -1.669], [1.961, 1.924, 1.743], [2.075, 0.502, 1.585], [0.879, 2.651, 1.288], [1.094, -0.113, 0.935], [0.326, -3.336, -1.101], [-0.300, 1.995, 0.581], [0.136, 0.596, 0.223], [-0.678, -1.439, -0.896], [-1.843, 0.488, -1.094], [-0.737, -0.142, -0.573], [-0.090, -3.952, -0.207], [0.992, -3.045, -1.993], [-1.803, -2.636, -1.995], [-3.463, -0.493, -2.122], [2.803, 2.282, 2.248], [2.937, -0.160, 1.979], [0.729, 3.671, 1.341], [1.061, -1.095, 0.743], [-1.316, 1.964, 1.042], [-0.447, 2.527, -0.415]],
  "forces_ev_per_angstrom": [[0.715, 2.787, 2.039], [2.320, -1.550, -0.218], [-1.503, -0.420, -0.799], [2.402, -0.490, 2.142], [0.432, -2.871, 0.227], [-1.450, 2.304, -1.936], [1.046, -0.902, 1.241], [0.738, -0.448, -2.122], [-0.620, -0.389, 0.611], [-0.253, 1.590, 0.176], [0.389, -1.011, 1.108], [-1.834, 0.547, -1.012], [-0.932, -0.248, 0.543], [0.781, 0.436, -1.848], [-1.047, -2.139, -1.140], [-1.741, 0.963, -0.847], [0.964, 1.561, 0.654], [-1.384, 1.632, -0.374], [0.487, 2.164, 0.579], [0.324, -3.714, -0.389], [0.400, 0.406, 0.281], [-0.234, -0.207, 1.084]],
  "spin_multiplicity": 1,
  "charge": -1
}

***

# 3
{
  "formula": "H16O8",
  "method": "ωB97M-V/def2-TZVPD",
  "elements": ["O", "H", "H", "O", "H", "H", "O", "H", "H", "O", "H", "H", "O", "H", "H", "O", "H", "H", "O", "H", "H", "O", "H", "H"],
  "positions_angstrom": [[-0.011, 1.549, -0.736], [0.026, 0.633, -0.441], [0.892, 1.743, -1.012], [0.239, -2.436, 0.781], [0.558, -1.876, 1.498], [0.923, -2.365, 0.106], [-3.737, 0.769, -1.247], [-3.756, 1.664, -0.890], [-4.632, 0.440, -1.103], [0.147, 3.208, 0.082], [0.389, 4.123, -0.100], [-0.262, 3.243, 0.954], [4.397, 1.272, 0.517], [3.646, 1.772, 0.857], [4.976, 1.171, 1.281], [-1.278, -0.812, -0.620], [-0.752, -0.677, -1.416], [-2.148, -1.061, -0.952], [-2.174, -0.836, 2.382], [-1.282, -1.019, 2.697], [-2.602, -1.700, 2.376], [2.032, -2.575, -1.555], [2.904, -2.851, -1.859], [1.503, -3.379, -1.598]],
  "forces_ev_per_angstrom": [[0.133, -5.856, -2.585], [-0.271, -0.308, -0.190], [-0.277, -0.026, 0.136], [0.415, -0.424, 0.628], [-0.010, -0.081, -0.178], [0.096, 0.161, -0.018], [-0.396, -0.023, -0.051], [0.222, -0.102, 0.000], [0.055, 0.042, -0.024], [0.735, 5.970, 2.364], [0.009, 0.752, 0.340], [-0.065, -0.033, 0.038], [-0.017, 0.048, 0.190], [-0.002, -0.025, -0.087], [-0.016, -0.015, -0.108], [-0.156, -0.398, -0.498], [-0.228, -0.022, -0.139], [-0.017, 0.363, 0.152], [-0.069, -0.058, 0.356], [-0.159, 0.024, -0.158], [0.097, 0.078, -0.100], [-0.027, -0.193, -0.063], [-0.013, 0.139, 0.093], [-0.042, -0.011, -0.100]],
  "spin_multiplicity": 1,
  "charge": 0
}

***

# 4
{
  "formula": "C31H47BrGaN5O6PS2",
  "method": "ωB97M-V/def2-TZVPD",
  "elements": ["Ga", "C", "C", "C", "C", "C", "C", "C", "Br", "C", "O", "C", "C", "C", "C", "C", "C", "H", "H", "H", "H", "H", "H", "H", "H", "H", "H", "H", "H", "H", "H", "H", "H", "H", "H", "H", "H", "O", "S", "O", "O", "C", "N", "C", "C", "C", "N", "C", "C", "C", "N", "C", "C", "H", "H", "H", "H", "H", "H", "C", "P", "C", "C", "O", "H", "H", "H", "H", "H", "H", "H", "H", "H", "C", "C", "O", "H", "H", "H", "H", "H", "H", "S", "C", "N", "C", "C", "N", "H", "H", "H", "H", "H", "H"],
  "positions_angstrom": [[-0.271, 0.140, -0.324], [3.248, 0.039, 6.171], [4.189, 0.088, 4.969], [5.160, -1.098, 5.059], [4.978, 1.403, 5.019], [3.427, 0.003, 3.648], [2.054, -0.173, 3.584], [1.470, -0.262, 2.336], [-0.440, -0.507, 2.284], [2.146, -0.192, 1.117], [1.491, -0.315, -0.049], [3.539, 0.002, 1.176], [4.116, 0.084, 2.440], [4.494, 0.099, -0.029], [5.457, -1.096, 0.022], [5.291, 1.410, 0.071], [3.833, 0.088, -1.412], [3.830, 0.111, 7.089], [2.687, -0.898, 6.213], [2.539, 0.870, 6.166], [5.679, -1.086, 6.019], [5.916, -1.059, 4.273], [4.629, -2.047, 4.970], [5.494, 1.492, 5.976], [4.315, 2.263, 4.909], [5.732, 1.456, 4.233], [1.446, -0.238, 4.473], [5.187, 0.221, 2.488], [6.041, -1.107, 0.942], [6.156, -1.050, -0.815], [4.912, -2.041, -0.040], [5.909, 1.455, 0.967], [4.626, 2.276, 0.082], [5.957, 1.506, -0.788], [3.314, -0.850, -1.611], [4.620, 0.213, -2.159], [3.122, 0.905, -1.529], [1.774, 9.155, -3.065], [2.535, 8.503, -2.021], [3.129, 7.233, -2.401], [3.375, 9.359, -1.217], [1.229, 8.016, -0.865], [0.463, 8.962, -0.297], [-0.484, 8.559, 0.525], [-0.760, 7.214, 0.779], [0.077, 6.326, 0.137], [1.071, 6.720, -0.648], [-0.035, 4.842, 0.204], [-0.962, 4.149, 0.978], [-0.997, 2.776, 0.925], [-0.147, 2.065, 0.167], [0.779, 2.732, -0.551], [0.862, 4.098, -0.567], [-1.069, 9.337, 1.006], [-1.575, 6.919, 1.423], [-1.672, 4.671, 1.604], [-1.712, 2.212, 1.508], [1.459, 2.118, -1.121], [1.612, 4.626, -1.144], [-1.323, 0.782, -4.555], [0.221, 0.633, -3.679], [1.119, -0.747, -4.364], [1.166, 2.114, -3.964], [0.001, 0.414, -2.188], [-1.133, 0.896, -5.622], [-1.867, 1.653, -4.190], [-1.930, -0.108, -4.385], [1.340, -0.578, -5.418], [0.522, -1.656, -4.270], [2.055, -0.870, -3.817], [1.334, 2.265, -5.030], [2.129, 2.035, -3.459], [0.626, 2.976, -3.566], [-2.400, -3.162, -0.541], [-1.191, -2.841, -1.380], [-0.326, -1.928, -0.661], [-3.108, -3.750, -1.125], [-2.896, -2.246, -0.229], [-2.121, -3.733, 0.344], [-1.469, -2.389, -2.336], [-0.607, -3.741, -1.571], [0.577, -1.960, -1.012], [-2.612, 0.449, -0.886], [-3.838, -0.149, 0.136], [-3.702, -0.697, 1.341], [-4.980, -1.133, 1.913], [-5.998, -0.596, 0.882], [-5.125, -0.104, -0.189], [-2.809, -0.820, 1.785], [-5.127, -0.703, 2.901], [-5.010, -2.219, 1.993], [-6.605, 0.214, 1.284], [-6.656, -1.377, 0.510], [-5.449, 0.347, -1.027]],
  "forces_ev_per_angstrom": [[-0.352, 0.015, 0.109], [-0.014, 0.006, 0.015], [-0.023, 0.009, -0.022], [0.004, -0.006, -0.004], [-0.002, 0.017, 0.030], [0.016, -0.037, 0.030], [-0.005, 0.049, -0.033], [0.233, 0.030, 0.072], [0.082, -0.034, 0.147], [-0.161, 0.016, -0.171], [0.310, -0.047, 0.177], [0.036, -0.023, 0.093], [-0.007, 0.000, -0.033], [-0.032, 0.014, 0.017], [0.033, -0.004, -0.002], [0.008, 0.008, -0.008], [-0.001, -0.052, -0.010], [-0.003, 0.001, 0.003], [0.009, -0.010, -0.003], [0.005, 0.008, -0.005], [0.014, 0.011, -0.005], [-0.005, -0.003, -0.008], [-0.008, 0.002, 0.017], [0.011, -0.006, -0.003], [-0.009, -0.002, 0.010], [-0.003, -0.001, -0.009], [0.001, -0.002, 0.005], [0.008, -0.009, 0.003], [0.003, -0.002, 0.004], [-0.002, 0.007, 0.002], [-0.006, 0.005, -0.003], [-0.005, 0.001, 0.012], [-0.008, -0.001, -0.011], [0.003, -0.003, 0.001], [0.004, 0.003, 0.014], [-0.011, -0.012, -0.010], [-0.009, 0.036, -0.008], [-0.051, -0.028, 0.004], [0.247, 0.085, -0.236], [-0.045, -0.030, 0.019], [-0.014, -0.019, 0.041], [-0.333, -0.064, 0.300], [0.202, 0.023, -0.021], [-0.096, 0.042, 0.030], [0.071, 0.061, -0.043], [-0.047, -0.280, 0.016], [0.013, 0.110, -0.156], [0.087, 0.161, 0.046], [-0.074, 0.046, -0.023], [0.122, -0.118, -0.002], [0.033, 0.505, -0.087], [0.025, 0.035, 0.156], [0.075, -0.078, 0.096], [-0.026, 0.001, -0.037], [0.015, 0.000, 0.021], [0.016, -0.012, 0.029], [-0.051, -0.037, -0.036], [0.039, -0.002, 0.019], [-0.021, -0.003, -0.018], [-0.137, -0.013, 0.036], [0.170, 0.106, 0.176], [0.043, -0.112, -0.035], [0.019, 0.093, 0.003], [-0.178, -0.029, -0.515], [-0.019, 0.006, -0.006], [0.014, 0.013, -0.013], [0.008, -0.005, -0.026], [-0.002, 0.003, -0.005], [0.016, -0.003, -0.006], [0.004, 0.015, -0.004], [0.004, -0.003, -0.005], [0.019, 0.013, -0.036], [0.025, 0.011, -0.017], [0.002, 0.005, 0.026], [0.104, -0.002, -0.131], [-0.158, -0.214, -0.138], [0.027, -0.044, -0.009], [0.066, -0.254, -0.095], [0.017, 0.009, 0.012], [-0.041, 0.034, 0.047], [-0.030, 0.006, -0.072], [0.082, -0.186, 0.237], [-0.259, -0.081, -0.180], [0.056, 0.207, 0.341], [-0.063, 0.166, 0.039], [-0.004, 0.026, -0.044], [-0.005, -0.008, 0.023], [0.035, -0.051, -0.056], [-0.120, -0.079, -0.047], [0.002, -0.004, 0.000], [0.005, -0.007, -0.016], [0.021, 0.012, -0.005], [-0.007, 0.006, 0.010], [-0.013, -0.015, -0.021]],
  "spin_multiplicity": 1,
  "charge": 1
}

***

# 5
{
  "formula": "C5H3NO",
  "method": "ωB97M-V/def2-TZVPD",
  "elements": ["C", "C", "C", "C", "O", "N", "C", "H", "H", "H"],
  "positions_angstrom": [[-1.695, 2.041, -0.819], [-1.447, 1.115, 0.027], [-0.440, 0.250, 0.235], [0.046, -0.690, -0.813], [1.254, -1.238, -0.274], [1.497, -0.693, 0.939], [0.556, 0.128, 1.275], [0.260, -0.088, -1.701], [-0.640, -1.501, -1.075], [0.611, 0.675, 2.207]],
  "forces_ev_per_angstrom": [[-0.200, -0.354, 0.718], [0.099, 0.487, -0.606], [0.136, 0.051, -0.204], [-0.048, -0.017, 0.103], [0.029, -0.094, -0.081], [-0.261, 0.183, 0.168], [0.070, -0.037, -0.043], [0.129, -0.212, -0.058], [0.069, 0.123, 0.108], [-0.023, -0.131, -0.107]],
  "spin_multiplicity": 1,
  "charge": 0
}

***

# 6
{
  "formula": "C6H13NO",
  "method": "ωB97M-V/def2-TZVPD",
  "elements": ["C", "O", "C", "C", "C", "C", "C", "N", "H", "H", "H", "H", "H", "H", "H", "H", "H", "H", "H", "H", "H"],
  "positions_angstrom": [[0.463, 3.131, -4.577], [-0.697, -2.986, 5.119], [1.287, 2.094, -5.141], [0.369, -1.147, 1.046], [-0.707, -0.369, 1.281], [-1.497, -0.417, 2.458], [-1.333, -1.394, 3.462], [2.247, 1.472, -4.546], [0.835, 3.663, -3.712], [0.154, 2.015, -4.307], [-0.346, 3.578, -5.142], [1.082, 1.859, -6.203], [0.872, -1.078, 0.084], [0.768, -1.834, 1.798], [-0.980, 0.349, 0.512], [-2.232, 0.380, 2.576], [-0.789, -1.048, 4.385], [-0.738, -2.227, 3.123], [-2.249, -1.843, 3.838], [-0.403, -3.589, 5.811], [3.154, 1.908, -4.506]],
  "forces_ev_per_angstrom": [[-0.633, -1.353, 0.229], [0.001, 0.057, -0.019], [3.278, 0.577, -1.448], [0.084, -0.194, 0.177], [0.052, 0.254, -0.543], [0.188, 0.421, 0.311], [0.153, -0.426, -0.915], [-0.064, 0.303, -1.133], [-0.023, -0.234, 0.238], [-1.765, 1.398, 1.173], [0.151, -0.065, -0.207], [-0.974, -0.506, 0.287], [0.058, 0.000, 0.289], [-0.184, 0.165, -0.359], [-0.078, -0.057, 0.110], [-0.039, -0.164, -0.021], [-0.224, -0.306, 0.238], [0.211, -0.153, 0.148], [-0.273, 0.272, 0.512], [0.061, 0.134, 0.063], [0.019, -0.123, 0.871]],
  "spin_multiplicity": 1,
  "charge": 0
}

***

Record-wise F_max values, in eV/Å: 0.46 3.75 6.46 0.55 0.83 3.63
Record-wise energy relative to the best compared isomer or geometry (same formula, charge and spin) values, in kJ/mol: 93.2 180.0 506.6 138.4 537.8 974.0